# 1
Density functional theory data (ωB97M-V/def2-TZVPD) for a structure of composition C12H8AsClO4S5TcTe.

**Relative energy (zero: lowest compared OMol25 entry of this formula, charge and spin)**: 4.75 kcal per mole
**LUMO level (spin up / spin down)**: -6.49 / -6.50 eV
**Kohn-Sham gap (spin up / spin down)**: 4.8 / 4.8 eV
**Highest occupied orbital energy (spin up / spin down)**: -11.3 / -11.3 eV
**Molar mass**: 712.5 g/mol
**E_tot**: -157776.33578 eV
**Charge**: +1

Last column: natural (NBO) charge in e.
Geometry (Å):
1 Tc -0.25 -0.65 0.43  0.51
2 O 1.30 -0.53 3.78  -0.72
3 Cl 0.65 0.30 2.85  2.51
4 O 0.57 1.65 3.21  -0.69
5 O 1.33 0.15 1.48  -0.75
6 O -0.69 -0.27 2.49  -0.77
7 S -0.57 -4.17 -3.06  -0.38
8 As -0.08 -3.40 -1.27  0.87
9 S -1.58 -2.37 0.10  -0.02
10 S 1.12 -1.46 -1.04  0.04
11 S 0.95 -4.77 0.13  -0.33
12 Te 1.06 -3.27 2.01  0.74
13 C 3.13 -3.16 2.13  -0.58
14 C 4.04 -3.04 1.11  -0.25
15 C 5.37 -2.98 1.59  -0.25
16 C 5.44 -3.04 2.95  -0.39
17 S 3.90 -3.18 3.67  0.51
18 H 3.77 -3.02 0.06  0.23
19 H 6.24 -2.90 0.95  0.24
20 H 6.32 -3.01 3.57  0.26
21 C -1.33 0.64 -0.42  -0.28
22 C -1.96 1.54 -0.98  0.25
23 C -2.69 2.56 -1.61  -0.13
24 C -2.02 3.48 -2.43  -0.14
25 C -2.74 4.48 -3.05  -0.21
26 C -4.12 4.56 -2.86  -0.13
27 C -4.78 3.64 -2.05  -0.21
28 C -4.08 2.64 -1.42  -0.14
29 H -0.95 3.40 -2.56  0.23
30 H -2.24 5.20 -3.68  0.24
31 H -4.68 5.34 -3.35  0.23
32 H -5.85 3.72 -1.92  0.24
33 H -4.58 1.92 -0.79  0.23

# 2
Density functional theory data (ωB97M-V/def2-TZVPD) for the molecule C6H14N2 at a distorted geometry.

**Relative energy (zero: lowest compared OMol25 entry of this formula, charge and spin)**: 44.62 kcal per mole
**LUMO level**: 0.83 eV
**Kohn-Sham gap**: 9.7 eV
**Highest occupied orbital energy**: -8.9 eV
**Molar mass**: 114.2 g/mol
**E_tot**: -9427.54929 eV
**Structure (SMILES)**: C/C(N)=C/CCCN
**Charge**: 0

Last column: natural (NBO) charge in e.
Geometry (Å):
1 C 2.81 0.17 -1.18  -0.67
2 C 1.41 -0.36 -1.27  0.20
3 N 0.98 -1.01 -2.47  -0.86
4 C 0.58 -0.14 -0.25  -0.26
5 C -0.81 -0.71 -0.21  -0.45
6 C -1.22 -0.60 1.35  -0.42
7 C -1.25 0.78 2.03  -0.22
8 N -2.00 1.86 1.27  -0.81
9 H 2.83 1.23 -0.86  0.23
10 H 3.25 -0.31 -0.29  0.22
11 H 3.51 -0.11 -1.99  0.23
12 H 0.33 -1.78 -2.33  0.36
13 H 0.30 -0.44 -2.99  0.37
14 H 0.91 0.42 0.62  0.20
15 H -1.60 -0.15 -0.77  0.20
16 H -1.01 -1.72 -0.61  0.22
17 H -0.42 -1.24 1.72  0.21
18 H -2.18 -1.04 1.71  0.20
19 H -0.20 1.19 2.09  0.18
20 H -1.78 0.66 2.99  0.20
21 H -2.89 1.40 1.09  0.34
22 H -1.55 1.91 0.37  0.34

# 3
Density functional theory data (ωB97M-V/def2-TZVPD) for a structure of composition C25H21BrN4OPS2Se2Ti at a distorted geometry.

**Relative energy (zero: lowest compared OMol25 entry of this formula, charge and spin)**: 61.99 kcal per mole
**LUMO level (spin up / spin down)**: 4.33 / 4.32 eV
**Kohn-Sham gap (spin up / spin down)**: 4.2 / 4.3 eV
**Highest occupied orbital energy (spin up / spin down)**: 0.1 / 0.0 eV
**Molar mass**: 774.3 g/mol
**E_tot**: -289087.05142 eV
**Multiplicity**: 2
**Charge**: -2

Last column: natural (NBO) charge in e.
Geometry (Å):
1 Ti 0.25 2.36 0.55  1.09
2 N -2.58 5.64 0.99  -0.81
3 C -1.90 4.52 0.82  0.29
4 S -0.26 4.70 0.19  -0.26
5 N -2.57 3.40 1.07  -0.47
6 N -1.82 2.24 0.96  -0.35
7 C -2.48 1.14 1.34  0.09
8 C -1.80 -0.07 1.88  -0.18
9 C -2.53 -1.09 2.50  -0.18
10 C -1.86 -2.00 3.27  -0.30
11 C -0.49 -1.84 3.48  -0.19
12 C 0.27 -0.96 2.74  -0.29
13 C -0.36 -0.10 1.81  0.39
14 O 0.39 0.52 0.94  -0.72
15 H -2.08 6.47 0.82  0.39
16 H -3.56 5.66 1.37  0.39
17 H -3.52 1.30 1.49  0.18
18 H -3.62 -1.06 2.38  0.20
19 H -2.33 -2.90 3.65  0.19
20 H -0.02 -2.49 4.26  0.19
21 H 1.37 -0.92 2.80  0.23
22 Se 1.88 -0.15 -1.72  -0.35
23 P 1.53 -1.10 -3.83  0.61
24 Se 0.85 2.07 -1.94  -0.27
25 C 2.31 -2.68 -3.51  -0.34
26 C 1.93 -3.38 -2.38  -0.18
27 C 2.75 -4.49 -2.02  -0.22
28 C 3.89 -4.85 -2.72  -0.23
29 C 4.24 -4.09 -3.84  -0.23
30 C 3.46 -2.99 -4.26  -0.21
31 C -0.25 -1.47 -3.66  -0.31
32 C -1.22 -0.45 -3.54  -0.21
33 C -2.56 -0.75 -3.45  -0.19
34 C -2.99 -2.14 -3.31  -0.24
35 C -2.06 -3.12 -3.53  -0.25
36 C -0.71 -2.84 -3.67  -0.24
37 H 1.09 -3.12 -1.73  0.25
38 H 2.48 -5.08 -1.17  0.19
39 H 4.47 -5.74 -2.46  0.20
40 H 5.21 -4.29 -4.34  0.19
41 H 3.73 -2.32 -5.03  0.22
42 H -0.89 0.59 -3.67  0.27
43 H -3.32 -0.06 -3.33  0.20
44 H -4.06 -2.32 -3.32  0.19
45 H -2.34 -4.14 -3.53  0.19
46 H 0.03 -3.64 -3.89  0.21
47 S 2.66 2.79 1.23  -0.19
48 C 1.81 2.85 2.73  0.09
49 C 2.41 3.05 3.97  -0.27
50 C 1.66 3.28 5.10  -0.18
51 C 0.25 3.42 4.94  -0.30
52 C -0.34 3.20 3.73  0.05
53 N 0.47 2.86 2.63  -0.55
54 H 3.53 3.00 4.00  0.22
55 H 2.14 3.36 6.09  0.20
56 H -0.38 3.54 5.85  0.20
57 H -1.39 3.22 3.53  0.22
58 Br -0.75 3.43 -3.25  -0.62

# 4
Density functional theory data (ωB97M-V/def2-TZVPD) for a structure of composition C2H3F4NO4PrS2 at a distorted geometry.

**LUMO level (spin up / spin down)**: -6.08 / -5.39 eV
**Kohn-Sham gap (spin up / spin down)**: 7.9 / 8.6 eV
**Highest occupied orbital energy (spin up / spin down)**: -14.0 / -14.0 eV
**Molar mass**: 386.1 g/mol
**E_tot**: -58405.83948 eV
**Multiplicity**: 3
**Charge**: +1

Last column: Löwdin spin population.
Geometry (Å):
1 N 1.14 0.82 0.29  0.00
2 S -0.08 2.22 0.80  0.00
3 O -1.22 1.92 -0.18  -0.01
4 O 0.68 3.40 0.32  0.00
5 S 0.45 -0.60 0.58  0.00
6 O -0.49 -1.01 -0.51  0.00
7 O -0.10 -0.66 1.92  0.00
8 C 1.80 -1.90 0.46  0.00
9 F 2.09 -2.14 -0.80  0.00
10 F 2.86 -1.46 1.09  0.00
11 F 1.34 -2.99 1.03  0.00
12 Pr -2.32 0.41 -1.41  2.03
13 F -1.68 0.67 -3.42  -0.01
14 C 1.89 1.07 -1.04  0.00
15 H 1.33 1.28 -1.96  0.00
16 H 2.59 0.25 -1.21  0.00
17 H 2.43 2.01 -0.85  0.00